[1]
This record from OMol25 describes a structure of composition C53H88N5OP2SY. The level of theory is wB97M-V/def2-TZVPD.

Last column: Mulliken charge in e.
Atoms and positions in Å:
Y1 0.56037 1.11642 -0.17964  1.46
C1 -1.56067 3.68922 1.43418  -1.56
C2 -2.78887 2.81705 1.26989  -0.83
C3 -2.99448 2.18610 -0.06970  0.34
C4 -4.22047 2.32846 -0.69975  -1.10
C5 -4.48492 1.63541 -1.86905  -1.19
C6 -3.50367 0.80966 -2.37745  -0.38
C7 -2.29705 0.75005 -1.71688  -0.16
N1 -2.01660 1.42130 -0.59128  2.31
N2 -0.29037 2.96600 1.67791  1.56
C8 0.74215 3.99402 1.93931  -1.40
C9 1.63334 4.30153 0.77719  0.87
C10 2.04117 5.59433 0.50950  -1.30
C11 3.09014 5.80049 -0.37840  -0.78
C12 3.69473 4.70194 -0.95789  -0.79
C13 3.17717 3.44828 -0.68709  -0.45
N3 2.15506 3.23534 0.14427  0.81
C14 -0.42206 2.09419 2.86542  -0.60
C15 0.88833 1.43837 3.20167  0.67
C16 1.31506 1.31247 4.51179  -0.75
C17 2.55236 0.74286 4.76401  -1.08
C18 3.33116 0.33166 3.69364  -0.81
C19 2.82290 0.48021 2.41898  -0.94
N4 1.62010 1.01173 2.16493  1.58
H1 -1.42019 4.32008 0.55494  0.53
H2 -1.73683 4.35843 2.28254  0.60
H3 -2.80573 2.02627 2.02322  -0.54
H4 -3.65496 3.43956 1.48677  0.81
H5 -4.97457 2.96417 -0.25027  0.59
H6 -5.44463 1.73288 -2.36450  0.50
H7 -3.65596 0.22386 -3.27604  0.70
H8 -1.51096 0.11353 -2.09168  -1.02
H9 0.28627 4.90852 2.32255  0.56
H10 1.40328 3.63212 2.72435  0.41
H11 1.57660 6.42404 1.02978  0.52
H12 3.44055 6.80373 -0.59565  0.46
H13 4.53447 4.80633 -1.63325  0.52
H14 3.60044 2.56997 -1.15545  0.41
H15 -0.78596 2.65651 3.73335  0.56
H16 -1.14619 1.31125 2.64875  -1.22
H17 0.69008 1.67581 5.31934  0.55
H18 2.91077 0.63841 5.78166  0.51
H19 4.31467 -0.09701 3.84028  0.59
H20 3.38474 0.15029 1.55748  0.16
C20 -1.25401 2.45001 -4.51840  -2.03
C21 0.25036 2.75226 -4.49429  2.43
C22 0.63141 3.26088 -5.89539  -1.86
C23 0.40884 3.91778 -3.49241  -1.79
P1 1.19414 1.23577 -3.84199  0.37
N5 0.92653 1.04800 -2.27262  -0.34
C24 0.64511 -0.29925 -4.79936  2.54
C25 -0.64078 -0.84951 -4.16061  -1.78
C26 0.40739 -0.11924 -6.30960  -1.97
C27 1.67349 -1.43015 -4.63223  -2.22
C28 3.02235 1.52031 -4.26182  2.74
C29 3.44509 1.26850 -5.71845  -2.02
C30 3.87859 0.62829 -3.35052  -1.70
C31 3.40464 2.97292 -3.92248  -1.33
H21 -1.78169 3.38063 -4.75024  0.72
H22 -1.60226 2.11510 -3.54803  0.21
H23 -1.54344 1.72248 -5.27175  0.21
H24 -0.02136 4.10948 -6.12794  0.51
H25 0.47303 2.51980 -6.67426  0.31
H26 1.65018 3.62394 -5.97152  0.30
H27 -0.42235 4.61468 -3.63761  0.55
H28 1.32857 4.48228 -3.63933  0.32
H29 0.37542 3.56925 -2.46103  0.15
H30 -1.48513 -0.16496 -4.21554  0.02
H31 -0.46322 -1.11526 -3.11698  0.04
H32 -0.92201 -1.76317 -4.69386  0.74
H33 -0.45839 0.49499 -6.54199  0.36
H34 0.21300 -1.10910 -6.73596  0.55
H35 1.26574 0.28776 -6.83572  0.24
H36 1.94042 -1.57950 -3.58840  0.23
H37 2.58236 -1.27828 -5.20884  0.30
H38 1.21469 -2.35472 -4.99816  0.65
H39 3.40591 0.22209 -6.00974  0.33
H40 4.48911 1.58598 -5.81925  0.52
H41 2.86923 1.84700 -6.43558  0.30
H42 3.82023 -0.42784 -3.61677  0.38
H43 3.57299 0.73833 -2.30768  -0.31
H44 4.92517 0.93819 -3.44062  0.61
H45 3.20783 3.66175 -4.74023  0.27
H46 4.48161 3.01635 -3.72487  0.65
H47 2.88883 3.34191 -3.05015  -0.53
C32 -3.88866 -0.92498 5.93545  -0.86
C33 -4.32183 -0.11136 4.71985  -0.96
C34 -3.80215 -0.76258 3.42368  -0.59
C35 -2.42944 -1.44489 3.62531  0.15
C36 -1.65907 -0.69741 4.72226  0.14
C37 -2.35133 -0.91211 6.07779  -1.25
P2 -1.50638 -1.61377 2.03975  1.06
C38 -2.66703 -2.48510 0.88017  0.55
C39 -3.32550 -3.79427 1.37832  -0.95
C40 -4.55534 -4.17784 0.53265  -1.01
C41 -4.34761 -3.79633 -0.92970  -0.93
C42 -4.20913 -2.26376 -1.07660  -0.25
C43 -3.74733 -1.60595 0.23279  -0.30
C44 -0.26197 -2.96351 2.39137  0.16
C45 1.08712 -2.37942 2.85541  1.16
C46 2.04192 -3.48264 3.31038  -0.89
C47 1.50332 -4.21787 4.55829  -1.25
C48 -0.01562 -4.05936 4.69023  -0.47
C49 -0.69398 -4.13342 3.32242  -1.20
H48 -4.24701 -1.95152 5.81659  0.35
H49 -4.35605 -0.54400 6.84327  0.52
H50 -3.93459 0.90897 4.81589  0.23
H51 -5.40730 -0.01964 4.67492  0.59
H52 -3.74327 -0.00837 2.62872  -0.20
H53 -4.52318 -1.50714 3.08025  0.33
H54 -2.60388 -2.45756 3.99407  1.20
H55 -1.65582 0.37289 4.48478  -0.06
H56 -0.61448 -1.00312 4.78036  -0.51
H57 -2.04408 -0.12509 6.77152  0.53
H58 -2.01021 -1.85658 6.51007  0.28
H59 -1.96953 -2.74690 0.07135  0.47
H60 -3.62818 -3.70116 2.42433  0.07
H61 -2.59757 -4.60729 1.33430  0.35
H62 -5.44813 -3.67497 0.91519  0.32
H63 -4.74455 -5.24715 0.63367  0.55
H64 -5.16877 -4.16379 -1.54511  0.53
H65 -3.44449 -4.29437 -1.29945  0.31
H66 -5.15948 -1.82312 -1.38981  0.49
H67 -3.48606 -2.03798 -1.86762  -0.21
H68 -4.59483 -1.51160 0.91277  0.54
H69 -3.39087 -0.59329 0.05250  -0.85
H70 -0.09250 -3.37303 1.38862  0.35
H71 0.94360 -1.67984 3.68612  -0.56
H72 1.52127 -1.80597 2.04381  -0.12
H73 3.02999 -3.06136 3.51599  0.31
H74 2.17853 -4.19737 2.48850  0.26
H75 1.99722 -3.84604 5.45869  0.39
H76 1.74774 -5.27990 4.49270  0.42
H77 -0.25820 -3.10399 5.16685  -0.23
H78 -0.41707 -4.83273 5.34594  0.55
H79 -1.77070 -4.18383 3.44786  0.32
H80 -0.41488 -5.08072 2.84806  0.52
O1 1.90084 -0.88010 -0.05839  -0.16
S1 2.72833 -1.64256 -1.10332  0.76
C50 2.48137 -3.38419 -0.67463  0.20
C51 3.85185 -3.97445 -0.33684  -1.02
C52 4.61165 -2.85799 0.37772  -0.07
C53 4.43458 -1.63458 -0.51704  -1.34
H81 1.95598 -3.87291 -1.49525  0.60
H82 1.82911 -3.33847 0.20197  -0.84
H83 4.37826 -4.26036 -1.25051  0.37
H84 3.74558 -4.87213 0.27170  0.45
H85 5.66581 -3.09366 0.52117  0.52
H86 4.16960 -2.67194 1.36070  -0.22
H87 5.05142 -1.68717 -1.41981  0.48
H88 4.60455 -0.66689 -0.04448  0.61

Atoms 1-6, force components in eV/Å:
0.3642 -0.0508 -0.3230
0.1172 -0.1075 -0.0006
-0.0716 0.0434 0.0243
0.0842 -0.1467 -0.0086
-0.1624 -0.0145 0.0400
-0.1633 0.0895 -0.0528

Lowest unoccupied orbital energy   -4.31 eV
Charge   +2
Maximum force   0.58 eV/Å

[2]
This record from OMol25 describes a cluster of 5 separate species, C39H72FO11PS in total in a non-equilibrium geometry. The level of theory is wB97M-V/def2-TZVPD.

Last column: Mulliken charge in e.
Atoms and positions in Å:
C1 3.94017 -1.74540 0.98336  -1.18
C2 3.28190 -0.70616 -0.03160  -0.52
C3 2.77634 -1.46080 -1.31123  0.49
C4 2.35017 -0.52118 -2.52083  -1.01
C5 1.76923 0.89050 -2.09675  0.29
C6 2.83887 2.00294 -2.46664  -0.93
C7 2.24088 3.44462 -2.27290  -0.66
C8 2.31521 3.90675 -0.74294  -0.72
C9 0.84775 4.19476 -0.21893  -0.34
C10 0.27065 5.58089 -0.70594  -0.76
C11 -1.25939 5.75606 -0.30454  -0.39
C12 -2.13972 5.30217 -1.51847  -0.51
C13 -3.68726 5.21267 -1.20144  -0.62
C14 -4.11242 3.66943 -1.25908  -0.26
C15 -5.51246 3.54568 -0.55692  -0.79
C16 -5.91779 2.07572 -0.14117  -1.16
C17 -4.72825 1.08864 -0.00352  0.68
C18 -4.60250 -0.05611 -0.93981  0.56
C19 -5.67574 -0.26098 -2.05424  -0.73
P1 -5.19477 -1.41319 -3.43003  0.91
O1 -5.56099 -2.83196 -3.14971  -0.69
O2 -3.61954 -1.26822 -3.91888  -0.49
O3 -6.13149 -0.96382 -4.74769  -0.56
C20 -3.50326 -1.01445 -0.80588  -0.97
C21 -2.47062 -0.90274 0.24770  -0.08
C22 -1.36307 -1.98515 0.33387  -1.39
C23 0.06878 -1.51360 -0.15374  0.59
C24 1.20515 -1.98179 0.86548  -0.82
F1 1.97565 -3.04850 0.36493  -0.38
C25 -2.61483 0.22990 1.15707  0.89
C26 -3.71848 1.21885 1.05305  0.26
C27 -3.74035 2.32705 2.11986  -0.02
O4 -4.07450 3.46962 1.95736  -0.54
C28 -3.22248 1.94471 3.55808  -0.02
S1 -3.95755 2.66123 5.07364  1.54
C29 -3.63463 1.47022 6.44181  -1.03
O5 -3.18479 3.86013 5.39615  -0.64
O6 -5.38044 2.89517 4.85483  -0.68
C30 -2.19702 1.05732 3.61782  -0.61
C31 -1.58957 0.40476 2.32650  -0.18
O7 -0.42883 0.10193 2.25896  -0.47
H1 3.52649 -1.53783 2.00987  0.32
H2 5.05479 -1.74040 0.96316  0.33
H3 3.57803 -2.76503 0.67117  0.32
H4 2.44125 -0.13024 0.45051  0.26
H5 4.06683 0.05926 -0.29143  0.33
H6 3.64617 -2.07490 -1.68424  0.04
H7 1.92688 -2.17035 -1.12699  0.11
H8 3.26728 -0.37109 -3.15535  0.36
H9 1.55783 -1.05619 -3.10710  0.15
H10 1.40870 0.94279 -1.04013  -0.42
H11 0.86910 1.07583 -2.75132  0.55
H12 3.74762 1.79738 -1.83542  0.16
H13 3.13147 1.81257 -3.53634  0.45
H14 1.15770 3.42223 -2.57505  0.28
H15 2.82304 4.16479 -2.90003  0.34
H16 2.92377 4.85632 -0.73886  0.45
H17 2.85951 3.15963 -0.10510  0.35
H18 0.91310 4.15113 0.90816  0.36
H19 0.17550 3.36712 -0.56746  -0.01
H20 0.93310 6.37178 -0.25695  0.40
H21 0.37958 5.66853 -1.81767  0.29
H22 -1.40054 5.15471 0.62981  0.12
H23 -1.38766 6.83462 -0.02302  0.34
H24 -1.80154 4.26114 -1.79348  0.07
H25 -1.99725 6.03364 -2.35597  0.39
H26 -3.80216 5.49542 -0.11340  0.26
H27 -4.33683 5.86056 -1.84187  0.39
H28 -4.19341 3.44024 -2.36048  0.34
H29 -3.28267 3.12524 -0.74883  0.11
H30 -5.54990 4.28958 0.28336  0.38
H31 -6.28161 3.91484 -1.29732  0.57
H32 -6.71642 1.73357 -0.85097  0.37
H33 -6.42571 2.13770 0.86263  0.34
H34 -5.99497 0.71463 -2.49578  0.30
H35 -6.59209 -0.70699 -1.57366  0.39
H36 -3.22666 -2.14907 -3.77601  0.33
H37 -5.60939 -0.38659 -5.33603  0.33
H38 -3.39914 -1.89802 -1.47358  0.27
H39 -1.33118 -2.38050 1.38904  0.43
H40 -1.66208 -2.87203 -0.29496  0.51
H41 0.09283 -0.39715 -0.16298  -0.24
H42 0.35457 -1.97858 -1.13308  0.75
H43 0.74379 -2.25921 1.85497  0.45
H44 1.82986 -1.07125 1.08108  -0.03
H45 -3.85194 0.43405 6.06010  0.43
H46 -4.27678 1.65742 7.33199  0.35
H47 -2.54378 1.59881 6.67941  0.26
H48 -1.77541 0.78530 4.61959  0.29
C32 4.66920 -5.67839 -3.94288  -1.28
C33 3.80989 -5.12352 -2.82392  0.38
O8 3.03202 -4.02987 -3.29777  -0.44
H49 5.32998 -4.90236 -4.33621  0.32
H50 5.27697 -6.51479 -3.59064  0.33
H51 4.04965 -6.02202 -4.77522  0.40
H52 4.43512 -4.76243 -2.00552  0.24
H53 3.13635 -5.89180 -2.43093  -0.17
H54 2.47522 -4.35599 -4.01421  0.26
C34 -0.70136 4.31373 9.84685  -1.16
C35 -1.66745 3.96515 8.73092  -0.05
O9 -2.65912 3.05199 9.19834  -0.50
H55 -0.21496 3.41313 10.22749  0.30
H56 0.06569 5.00736 9.49692  0.33
H57 -1.23041 4.77090 10.68747  0.34
H58 -1.13961 3.49019 7.90317  0.24
H59 -2.16560 4.86220 8.35236  0.25
H60 -3.12987 3.47890 9.92303  0.28
C36 1.62161 -8.32882 -0.88710  -0.92
C37 1.61823 -9.49273 -1.85895  -0.24
O10 2.52201 -9.24665 -2.93288  -0.51
H61 1.33810 -7.40516 -1.39589  0.16
H62 0.92688 -8.50462 -0.06339  0.37
H63 2.62237 -8.17255 -0.47486  0.31
H64 0.62418 -9.63240 -2.28480  0.30
H65 1.91226 -10.42029 -1.35711  0.25
H66 3.40093 -9.13373 -2.55352  0.29
C38 8.58258 -3.28544 -3.37009  -1.08
C39 7.71972 -2.73093 -2.25251  -0.09
O11 6.94147 -1.63737 -2.72753  -0.49
H67 9.24369 -2.51047 -3.76281  0.29
H68 9.19017 -4.12166 -3.01735  0.34
H69 7.96268 -3.62908 -4.20285  0.29
H70 8.34185 -2.36938 -1.43310  0.33
H71 7.04538 -3.50026 -1.86050  0.13
H72 6.38654 -1.96388 -3.44556  0.28

Atoms 1-6, force components in eV/Å:
-0.1364 0.1197 -0.2418
1.4970 0.3444 -0.4991
0.3976 0.6657 -1.4756
0.0643 -0.0514 0.9570
0.3534 0.0616 -1.4540
-0.8888 -0.4445 0.2789

Lowest unoccupied orbital energy   -1.38 eV
Maximum force   3.26 eV/Å
SMILES string   CCCCCCCCCCCCCCCCc1c(CP(=O)(O)O)cc(CCCF)c2c1C(=O)C(S(C)(=O)=O)=CC2=O.CCO.CCO.CCO.CCO

Number 1: Kohn-Sham gap 8.299 eV. Number 2: Kohn-Sham gap 8.063 eV.